1.
Molecular formula: FNO2S2Yb
Method: DFT, the ωB97M-V functional and the def2-TZVPD basis

strongest force on any atom: 3.63 eV/Å
Kohn-Sham gap (spin up / spin down): 6.834 / 5.452 eV
ΔE to the lowest compared entry with this formula, charge and spin: 0.00 kcal per mole
HOMO level (spin up / spin down): -13.737 / -13.719 eV
multiplicity: 2
charge: +1

Each line ends with the Löwdin spin population.
Element x y z (Å)
Yb  1.5081  -1.2635  0.3993  0.970
F  3.3593  -0.5999  1.0750  0.002
N  -0.7011  1.4472  -0.7014  0.001
S  0.8079  1.2158  -0.9854  0.016
S  -1.6254  0.2581  0.3325  0.001
O  -0.6455  -0.9244  0.4993  0.005
O  -2.7033  -0.1332  -0.6192  0.005

2.
Molecular formula: FNO4S
Method: DFT, the ωB97M-V functional and the def2-TZVPD basis

structure (SMILES): O=NOS(=O)(=O)F
strongest force on any atom: 8.19 eV/Å
Kohn-Sham gap: 9.890 eV
ΔE to the lowest compared entry with this formula, charge and spin: 41.12 kcal per mole
HOMO level: -11.509 eV
charge: 0

Each line ends with the Mulliken charge.
Element x y z (Å)
N  -1.2117  -1.2149  -0.1741  0.330
O  0.0320  0.8336  -1.5085  -0.397
O  -0.7440  -1.7196  -1.1648  -0.316
O  -0.4899  -0.5564  0.6486  -0.037
O  1.7689  0.4589  0.3667  -0.466
F  -0.0773  1.7448  0.9898  -0.268
S  0.4118  0.5697  -0.1684  1.154

3.
Molecular formula: FNO4S
Method: DFT, the ωB97M-V functional and the def2-TZVPD basis

structure (SMILES): O=[N+]([O-])S(=O)(=O)F
strongest force on any atom: 4.26 eV/Å
Kohn-Sham gap: 11.086 eV
ΔE to the lowest compared entry with this formula, charge and spin: 27.07 kcal per mole
HOMO level: -12.602 eV
charge: 0

Each line ends with the Mulliken charge.
Element x y z (Å)
N  -0.9697  -0.0578  -0.0254  0.941
O  -1.6011  -0.8339  -0.7151  -0.496
O  -1.2547  0.8703  0.6391  -0.433
O  1.5604  -1.2356  -0.3099  -0.457
O  1.2224  1.0778  -0.7819  -0.445
F  1.0046  0.2569  1.4796  -0.247
S  0.8327  -0.0728  -0.1142  1.137

4.
Molecular formula: FNO4S
Method: DFT, the ωB97M-V functional and the def2-TZVPD basis

strongest force on any atom: 2.72 eV/Å
Kohn-Sham gap: 9.984 eV
ΔE to the lowest compared entry with this formula, charge and spin: 40.09 kcal per mole
HOMO level: -12.247 eV
charge: 0

Each line ends with the Mulliken charge.
Element x y z (Å)
N  -0.8902  -0.0075  0.3374  0.518
O  0.4958  -0.2481  -1.3925  -0.420
O  -1.2917  1.0288  0.4028  -0.147
O  1.6422  -1.1489  0.6926  -0.437
O  1.2626  1.2411  0.3319  -0.460
F  -1.8725  -1.0090  -0.3106  -0.283
S  1.1075  -0.1103  -0.0889  1.228

5.
Molecular formula: Fe2NO3
Method: DFT, the ωB97M-V functional and the def2-TZVPD basis

strongest force on any atom: 2.46 eV/Å
Kohn-Sham gap (spin up / spin down): 8.242 / 6.932 eV
HOMO level (spin up / spin down): -24.476 / -24.511 eV
multiplicity: 9
charge: +3

Each line ends with the Löwdin spin population.
Element x y z (Å)
Fe  -1.7320  1.6078  -1.4094  3.873
Fe  1.6260  -1.6699  2.2949  3.941
N  0.0476  -0.0166  -0.2221  0.008
O  -1.0652  -0.3478  -0.7054  0.065
O  0.4237  1.1322  -0.5362  0.055
O  0.6999  -0.7058  0.5781  0.058

6.
Molecular formula: H10IO5
Method: DFT, the ωB97M-V functional and the def2-TZVPD basis

strongest force on any atom: 0.45 eV/Å
Kohn-Sham gap: 6.539 eV
ΔE to the lowest compared entry with this formula, charge and spin: 30.01 kcal per mole
HOMO level: -3.872 eV
charge: -1

Each line ends with the Mulliken charge.
Element x y z (Å)
I  1.8136  1.7617  -0.8148  -0.984
O  -2.4728  0.7260  -4.7866  -0.648
H  -1.6212  0.6336  -4.3594  0.340
H  -2.9607  -0.0533  -4.5202  0.306
O  2.5428  -3.3751  -2.5128  -0.653
H  2.4607  -3.6349  -3.4304  0.307
H  2.4524  -2.4223  -2.5241  0.341
O  1.9751  -1.6870  3.7390  -0.652
H  1.4352  -1.1512  4.3200  0.308
H  2.3548  -1.0627  3.1207  0.342
O  -3.2865  -0.8948  0.6397  -0.652
H  -3.5114  -1.3207  -0.1875  0.305
H  -2.4330  -0.4927  0.4784  0.346
O  0.3197  4.6985  3.6685  -0.659
H  0.5364  4.2664  2.8423  0.348
H  0.3950  4.0082  4.3273  0.306

7.
Molecular formula: H10N4Si2
Method: DFT, the ωB97M-V functional and the def2-TZVPD basis

strongest force on any atom: 7.26 eV/Å
Kohn-Sham gap: 7.199 eV
ΔE to the lowest compared entry with this formula, charge and spin: 77.27 kcal per mole
HOMO level: -7.052 eV
charge: 0

Each line ends with the Mulliken charge.
Element x y z (Å)
N  -0.4204  0.5630  -2.4415  -0.485
N  1.4328  1.8546  -0.7724  -0.347
N  -0.1445  -0.2324  2.2753  -0.607
N  -0.6718  -2.3458  0.5141  -0.425
Si  0.3512  0.5003  -0.9080  0.275
Si  0.3882  -1.0392  0.8713  0.085
H  -0.1247  1.3211  -3.1197  0.220
H  -1.4469  0.2348  -2.6328  0.284
H  1.8856  2.1861  0.0919  0.230
H  1.5277  2.3456  -1.5521  0.186
H  0.5318  0.2705  2.7132  0.234
H  -0.9464  0.3946  1.9735  0.208
H  -1.6970  -2.1751  0.8666  0.285
H  -0.4569  -3.2144  0.2780  0.179
H  -1.9104  1.0953  0.4853  -0.180
H  1.7017  -1.7589  1.3571  -0.142

8.
Molecular formula: H10N6P2
Method: DFT, the ωB97M-V functional and the def2-TZVPD basis

structure (SMILES): N#P(N)N.NP(N)N
strongest force on any atom: 4.66 eV/Å
Kohn-Sham gap: 8.859 eV
ΔE to the lowest compared entry with this formula, charge and spin: 75.73 kcal per mole
HOMO level: -8.353 eV
charge: 0

Each line ends with the Mulliken charge.
Element x y z (Å)
N  1.1812  -1.7013  -0.6045  -0.759
N  2.3637  1.0189  -0.9684  -0.605
N  1.9991  0.1199  1.4288  -0.630
N  -2.9004  0.3578  0.6517  -0.544
N  -0.5905  0.8370  -0.2958  -0.686
N  -1.4681  -1.4935  -0.6512  -0.695
P  1.5439  -0.3139  -0.1915  0.761
P  -1.3706  -0.4320  0.6699  0.278
H  2.8516  1.7262  -0.3174  0.285
H  3.1051  0.6508  -1.6222  0.290
H  1.7955  1.0471  1.8527  0.271
H  1.6961  -0.7577  1.8897  0.309
H  -3.2074  0.6150  -0.2609  0.242
H  -3.6559  0.2140  1.3843  0.214
H  -0.8541  1.8045  -0.3525  0.253
H  -0.3185  0.3825  -1.2688  0.383
H  -0.3958  -1.6065  -0.8228  0.358
H  -1.7747  -2.4689  -0.5211  0.276

9.
Molecular formula: H10NO3
Method: DFT, the ωB97M-V functional and the def2-TZVPD basis

strongest force on any atom: 5.13 eV/Å
Kohn-Sham gap: 12.336 eV
ΔE to the lowest compared entry with this formula, charge and spin: 31.72 kcal per mole
HOMO level: -15.774 eV
charge: +1

Each line ends with the Mulliken charge.
Element x y z (Å)
N  0.5292  -0.3937  -0.7964  -0.472
H  0.1513  -0.5925  0.1513  0.300
H  0.6126  0.6932  -0.8526  0.395
H  -0.0200  -0.6715  -1.6403  0.413
H  1.5221  -0.6491  -0.8668  0.375
H  -0.9095  0.3798  2.8124  0.320
H  -0.3357  -1.0944  2.4508  0.320
O  -0.5088  -0.2084  2.1350  -0.657
H  1.5475  2.9773  0.3701  0.369
H  2.5503  2.3643  -0.5523  0.330
O  1.9242  1.9993  0.0375  -0.704
H  -1.7774  -2.0634  -0.6507  0.341
H  -2.8850  -1.2615  -1.2892  0.344
O  -1.9355  -1.4567  -1.4673  -0.674

10.
Molecular formula: H10NO3
Method: DFT, the ωB97M-V functional and the def2-TZVPD basis

strongest force on any atom: 1.34 eV/Å
Kohn-Sham gap: 12.933 eV
ΔE to the lowest compared entry with this formula, charge and spin: 6.18 kcal per mole
HOMO level: -16.023 eV
charge: +1

Each line ends with the Mulliken charge.
Element x y z (Å)
N  -0.0577  0.2210  -0.6850  -0.334
H  0.5557  0.4659  0.1202  0.279
H  0.2734  0.7097  -1.5197  0.394
H  0.1447  -0.7914  -0.7714  0.369
H  -1.0766  0.3269  -0.5278  0.394
H  1.9000  1.5458  1.9089  0.318
H  2.2358  -0.0432  1.9155  0.316
O  1.6962  0.6752  1.5486  -0.682
H  -3.3580  1.6505  -1.0732  0.326
H  -2.4311  2.3057  -0.1342  0.323
O  -2.4421  1.5806  -0.7693  -0.675
H  1.6191  -3.0575  -0.0047  0.319
H  0.1070  -3.0844  0.1284  0.323
O  0.8337  -2.5047  -0.1364  -0.671

11.
Molecular formula: H10NaO5
Method: DFT, the ωB97M-V functional and the def2-TZVPD basis

strongest force on any atom: 0.64 eV/Å
Kohn-Sham gap: 12.120 eV
ΔE to the lowest compared entry with this formula, charge and spin: 6.98 kcal per mole
HOMO level: -15.477 eV
charge: +1

Each line ends with the Mulliken charge.
Element x y z (Å)
Na  0.2926  -0.2372  0.1093  0.812
O  -1.2338  1.4556  -0.7145  -0.557
H  -1.1010  1.9075  -1.5479  0.292
H  -1.8164  2.0315  -0.2195  0.307
O  1.5293  0.6588  -1.8780  -0.577
H  1.5183  1.5743  -2.1572  0.301
H  1.5179  0.1589  -2.6942  0.318
O  1.4664  1.3868  1.7237  -0.564
H  1.5919  2.0996  1.0972  0.317
H  1.9662  1.6542  2.4949  0.288
O  -1.2243  -1.0881  1.8613  -0.599
H  -1.9298  -1.4735  1.3417  0.321
H  -1.0366  -1.7426  2.5341  0.312
O  -0.1676  -2.6254  -0.5866  -0.616
H  -0.6173  -3.2641  -0.0334  0.305
H  -0.7557  -2.4964  -1.3308  0.339

12.
Molecular formula: H10NaO5
Method: DFT, the ωB97M-V functional and the def2-TZVPD basis

strongest force on any atom: 0.52 eV/Å
Kohn-Sham gap: 9.880 eV
ΔE to the lowest compared entry with this formula, charge and spin: 54.18 kcal per mole
HOMO level: -14.433 eV
charge: +1

Each line ends with the Mulliken charge.
Element x y z (Å)
Na  -0.1471  -0.8249  0.2512  0.976
O  -4.1990  -1.9865  -0.6196  -0.650
H  -4.7992  -2.0217  0.1253  0.328
H  -4.5197  -2.6610  -1.2182  0.327
O  1.4344  -2.5864  -3.1169  -0.643
H  2.1230  -3.0742  -3.5686  0.324
H  0.9903  -2.0995  -3.8111  0.324
O  3.8809  0.4374  1.8577  -0.652
H  4.3970  1.0954  1.3921  0.327
H  4.5147  -0.2381  2.0991  0.328
O  -0.6830  0.9748  3.7620  -0.648
H  0.1313  0.9528  4.2647  0.329
H  -0.9552  1.8922  3.7861  0.327
O  -0.6613  3.1789  -1.4054  -0.639
H  -0.8455  4.1139  -1.4954  0.322
H  -0.6615  2.8468  -2.3031  0.321